# 1
C33H29BrFN3O4 in the gas phase, computed with wB97M-V/def2-TZVPD.

Summary:
Net charge: 0
E in hartree: -4414.16558
HOMO in eV: -8.81
Frontier orbital gap in eV: 9.21

Element x y z (Å)
O 4.466 -0.733 -0.233
C 3.473 -0.097 -0.008
C 2.811 0.912 -0.939
C 1.945 0.239 -2.060
C 2.098 -1.259 -2.113
C 2.836 -1.828 -3.143
C 3.021 -3.196 -3.211
C 2.444 -3.991 -2.240
F 2.611 -5.325 -2.299
C 1.701 -3.453 -1.205
C 1.540 -2.082 -1.143
N 0.592 0.683 -1.766
C -0.552 -0.046 -1.685
O -0.844 -1.044 -2.286
N -1.386 0.627 -0.763
C -2.660 0.147 -0.385
C -3.529 -0.350 -1.348
C -4.773 -0.820 -0.971
C -5.139 -0.775 0.364
Br -6.857 -1.409 0.880
C -4.279 -0.281 1.331
C -3.030 0.177 0.955
C -0.783 1.734 -0.207
O -1.272 2.499 0.576
C 0.570 1.844 -0.903
C 0.632 3.138 -1.755
C 0.800 4.383 -0.930
C 2.073 4.869 -0.651
C 2.243 6.000 0.127
C 1.138 6.661 0.635
C -0.133 6.195 0.347
C -0.303 5.066 -0.434
C 1.818 1.652 -0.043
C 1.636 0.703 1.133
O 0.733 0.676 1.923
N 2.725 -0.146 1.147
C 3.036 -0.975 2.310
C 3.046 -2.463 1.969
C 3.365 -3.280 3.219
C 4.704 -2.857 3.813
C 4.686 -1.370 4.150
C 4.381 -0.549 2.901
H 3.579 1.543 -1.386
H 2.243 0.651 -3.033
H 3.276 -1.196 -3.900
H 3.596 -3.646 -4.005
H 1.257 -4.105 -0.470
H 0.959 -1.660 -0.335
H -3.230 -0.384 -2.383
H -5.454 -1.212 -1.710
H -4.579 -0.259 2.367
H -2.346 0.559 1.695
H 1.471 3.037 -2.446
H -0.288 3.196 -2.341
H 2.942 4.371 -1.063
H 3.238 6.365 0.334
H 1.269 7.542 1.246
H -0.999 6.713 0.732
H -1.297 4.712 -0.654
H 2.185 2.604 0.350
H 2.235 -0.771 3.030
H 2.071 -2.756 1.577
H 3.797 -2.651 1.201
H 3.387 -4.340 2.962
H 2.576 -3.131 3.960
H 4.912 -3.439 4.712
H 5.499 -3.055 3.091
H 5.651 -1.065 4.558
H 3.923 -1.176 4.908
H 5.161 -0.711 2.156
H 4.353 0.516 3.146

Forces on the atoms, in the same order (eV/Å):
O 0.22 -0.07 -0.03
C 0.05 0.41 -0.24
C 0.06 0.15 -0.06
C 0.20 -0.29 -0.37
C -0.03 -0.08 -0.24
C -0.14 0.07 0.21
C -0.02 -0.26 0.07
C 0.02 0.22 -0.01
F -0.02 0.03 -0.01
C 0.08 -0.11 -0.05
C 0.14 -0.05 -0.20
N 0.18 0.28 0.19
C -0.28 -0.05 -0.24
O -0.10 -0.16 -0.03
N -0.11 -0.25 0.07
C -0.37 -0.13 0.07
C 0.10 0.10 0.09
C -0.09 -0.01 0.11
C -0.14 -0.05 0.05
Br 0.14 0.05 -0.04
C -0.14 -0.07 -0.05
C 0.12 -0.01 -0.16
C 0.20 0.13 -0.17
O -0.04 0.10 0.09
C 0.09 0.27 0.09
C -0.06 -0.04 0.32
C 0.05 0.08 -0.17
C -0.08 0.05 -0.04
C 0.11 0.04 0.07
C 0.04 0.05 0.04
C -0.06 0.03 0.00
C 0.04 0.07 -0.03
C -0.30 0.19 -0.04
C 0.12 0.09 -0.27
O -0.19 0.03 0.20
N -0.03 -0.16 0.38
C 0.25 -0.17 0.03
C -0.19 0.00 0.19
C 0.20 -0.02 -0.19
C -0.22 0.03 0.24
C 0.20 -0.05 -0.20
C -0.14 0.03 0.21
H -0.01 -0.07 0.07
H 0.05 -0.10 0.20
H 0.04 0.08 -0.09
H 0.05 -0.08 -0.07
H -0.04 -0.09 0.07
H -0.09 -0.01 0.07
H 0.03 0.00 -0.07
H -0.05 -0.03 -0.04
H -0.02 0.00 0.06
H 0.06 0.03 0.05
H -0.02 -0.02 -0.06
H 0.06 -0.06 -0.07
H 0.08 -0.07 -0.05
H 0.07 0.04 0.01
H 0.01 0.08 0.05
H -0.08 0.05 0.04
H -0.09 -0.04 -0.01
H 0.02 -0.14 0.03
H 0.11 -0.03 -0.11
H 0.00 0.01 -0.07
H -0.04 -0.02 -0.06
H -0.08 -0.03 0.04
H -0.06 -0.06 0.06
H 0.08 -0.05 -0.02
H 0.09 -0.05 -0.02
H -0.03 0.04 0.08
H -0.01 0.02 0.10
H 0.02 0.05 -0.02
H 0.01 0.03 -0.06

# 2
A molecular structure, C8H16AlBr8NO3, computed with wB97M-V/def2-TZVPD.

Summary:
Net charge: +2
E in hartree: -21428.46250
Energy relative to the best compared isomer or geometry (same formula, charge and spin) in kcal per mole: 21.2
HOMO in eV: -14.85
Frontier orbital gap in eV: 2.13

Element x y z (Å)
Al 0.837 -3.264 -3.737
N 0.317 -1.089 -1.041
O -0.065 -0.309 -0.188
O -0.380 -1.276 -2.071
O 1.400 -1.697 -0.996
Br 0.805 -2.713 2.760
C 0.529 -0.784 2.696
C 1.699 -0.032 3.292
Br 1.312 1.736 3.999
H -0.477 -0.550 3.041
H 0.497 -0.535 1.623
H 2.577 0.069 2.649
H 2.085 -0.618 4.132
Br -6.156 -0.428 -2.007
C -4.843 -0.008 -3.381
C -3.629 -0.876 -3.138
Br -2.379 -0.567 -4.651
H -4.709 1.070 -3.372
H -5.318 -0.320 -4.312
H -3.944 -1.914 -3.068
H -3.140 -0.640 -2.194
Br -2.752 0.984 1.020
C -1.296 2.265 0.440
C -1.860 3.072 -0.693
Br -1.775 2.081 -2.377
H -0.475 1.661 0.063
H -1.019 2.812 1.338
H -1.449 4.046 -0.944
H -2.929 3.199 -0.514
Br 4.922 1.282 2.747
C 5.200 -0.384 1.729
C 3.909 -0.902 1.101
Br 4.312 -2.710 0.438
H 5.514 -1.082 2.502
H 6.015 -0.269 1.023
H 3.555 -0.286 0.280
H 3.110 -1.025 1.813

Forces on the atoms, in the same order (eV/Å):
Al -0.20 0.41 0.30
N 0.88 -1.68 -2.83
O -0.28 0.25 0.98
O -0.10 0.21 0.74
O -0.40 0.48 0.84
Br -0.22 0.89 -0.14
C 0.66 -0.08 -0.03
C -0.56 -0.18 1.22
Br -0.11 -0.62 -0.43
H 0.04 0.00 0.35
H -0.12 -0.16 -0.54
H -0.36 0.58 0.05
H 0.02 0.26 0.17
Br 0.11 0.13 0.06
C -0.38 -0.58 -0.06
C -0.13 0.39 0.10
Br -0.33 -0.37 0.65
H 0.27 -0.04 0.03
H -0.03 0.26 -0.01
H 0.27 -0.10 -0.52
H 0.32 0.20 -0.23
Br 1.13 0.46 -0.41
C -0.21 -0.61 -0.38
C -1.20 0.06 -0.28
Br 0.12 -0.01 0.33
H -0.12 0.04 0.53
H -0.17 0.21 0.02
H 0.42 -0.05 0.42
H 0.07 0.32 -0.17
Br -0.03 -0.31 -0.58
C -0.39 -0.42 0.90
C 0.98 -0.24 -0.70
Br -0.21 0.60 0.04
H 0.14 -0.01 -0.07
H -0.13 0.34 -0.12
H 0.05 -0.11 -0.16
H 0.20 -0.53 -0.05

# 3
C4H7NO in the gas phase, computed with wB97M-V/def2-TZVPD.

Summary:
Net charge: 0
E in hartree: -286.56843
Energy relative to the best compared isomer or geometry (same formula, charge and spin) in kcal per mole: 39.7
HOMO in eV: -10.01
Frontier orbital gap in eV: 11.06

Element x y z (Å)
C -1.706 -0.403 0.441
C -0.263 -0.444 0.019
C 0.264 0.212 -1.201
N 0.525 0.796 0.104
C 1.827 0.656 0.612
O 2.797 0.312 -0.018
H -1.791 -0.515 1.526
H -2.260 -1.224 -0.029
H -2.166 0.546 0.152
H 0.281 -1.346 0.306
H 1.108 -0.243 -1.712
H -0.405 0.803 -1.822
H 1.881 0.926 1.680

Forces on the atoms, in the same order (eV/Å):
C -0.01 0.04 -0.01
C -0.13 -0.27 0.05
C 0.02 -0.02 -0.25
N 0.24 0.16 0.07
C 0.24 -0.19 -0.15
O -0.37 0.28 0.18
H -0.01 0.04 -0.14
H 0.08 0.12 0.06
H 0.08 -0.13 0.02
H -0.07 0.15 -0.01
H -0.13 0.04 0.09
H 0.06 -0.12 0.12
H 0.00 -0.10 -0.05

# 4
3 unconnected molecules or ions with the total composition C29H58N3O16P2S, computed with wB97M-V/def2-TZVPD.

Summary:
Net charge: +1
E in hartree: -3588.55003
HOMO in eV: -11.13
Frontier orbital gap in eV: 6.64

Element x y z (Å)
C 0.819 -7.209 -2.375
C 0.651 -6.710 -0.938
O 1.901 -6.650 -0.217
P 2.793 -5.350 -0.394
O 3.529 -5.287 -1.670
C 1.797 -3.870 -0.140
C 1.405 -3.262 -1.515
C 1.833 -1.841 -1.671
C 2.749 -1.532 -2.681
O 3.215 -2.544 -3.517
C 2.346 -2.887 -4.430
N 1.615 -3.150 -5.272
C 3.256 -0.270 -2.907
C 4.261 -0.101 -3.997
C 3.648 0.507 -5.314
C 4.675 1.367 -6.070
O 3.155 -0.545 -6.107
N 2.805 0.739 -2.093
S 3.374 2.427 -2.267
C 1.868 3.281 -2.615
O 3.927 2.768 -0.996
O 4.247 2.583 -3.378
C 1.898 0.501 -1.082
C 1.455 1.575 -0.115
N 1.864 1.108 1.222
C 1.378 -0.764 -0.883
P 0.060 -1.146 0.350
O -0.814 -2.214 -0.133
O -0.758 0.188 0.625
O 0.784 -1.530 1.706
O 3.741 -5.349 0.877
C 4.494 -6.571 1.097
C 5.833 -6.236 1.740
H 0.583 -6.415 -3.081
H 1.821 -7.586 -2.547
H 0.090 -7.994 -2.563
H 0.037 -7.411 -0.381
H 0.117 -5.759 -0.910
H 0.920 -4.041 0.476
H 2.454 -3.180 0.390
H 1.877 -3.879 -2.268
H 0.330 -3.329 -1.664
H 4.638 -1.081 -4.266
H 5.112 0.480 -3.664
H 2.800 1.120 -5.014
H 4.984 0.858 -6.979
H 5.552 1.556 -5.458
H 4.262 2.342 -6.309
H 3.903 -0.978 -6.535
H 1.062 2.576 -2.802
H 2.008 3.855 -3.526
H 1.626 3.951 -1.798
H 0.375 1.663 -0.188
H 1.852 2.558 -0.293
H 1.563 1.801 1.902
H 2.881 1.153 1.254
H -1.363 0.089 1.380
H 1.557 -0.949 1.832
H 3.895 -7.230 1.720
H 4.659 -7.091 0.154
H 5.895 -5.175 1.962
H 5.977 -6.813 2.649
H 6.650 -6.506 1.075
C -6.798 -1.504 3.998
O -5.555 -1.248 4.615
C -4.463 -1.548 3.771
C -3.212 -0.860 4.265
O -3.123 0.513 3.896
C -3.941 1.423 4.626
C -3.424 1.734 6.011
O -3.748 0.689 6.905
C -2.974 0.734 8.084
H -6.893 -2.558 3.715
H -7.576 -1.260 4.717
H -6.931 -0.880 3.107
H -4.676 -1.227 2.742
H -4.298 -2.635 3.772
H -2.355 -1.330 3.773
H -3.093 -0.998 5.341
H -4.974 1.075 4.668
H -3.919 2.350 4.048
H -3.890 2.666 6.363
H -2.336 1.879 5.972
H -1.907 0.625 7.859
H -3.288 -0.096 8.713
H -3.133 1.671 8.629
C -3.244 8.335 -1.416
O -3.306 6.925 -1.408
C -2.784 6.356 -2.591
C -2.456 4.898 -2.374
O -1.220 4.680 -1.693
C -1.214 4.931 -0.293
C -1.886 3.853 0.530
O -3.286 3.996 0.499
C -3.954 2.821 0.909
H -3.815 8.754 -2.251
H -3.675 8.687 -0.482
H -2.206 8.683 -1.481
H -1.879 6.893 -2.906
H -3.533 6.436 -3.391
H -2.325 4.436 -3.354
H -3.276 4.387 -1.868
H -1.629 5.913 -0.066
H -0.155 4.942 -0.011
H -1.541 3.936 1.573
H -1.599 2.864 0.142
H -3.717 1.982 0.244
H -5.022 3.018 0.860
H -3.690 2.551 1.938

Forces on the atoms, in the same order (eV/Å):
C -0.48 0.32 0.14
C -0.21 -0.74 -0.28
O -0.32 0.55 0.26
P 1.00 -0.04 -0.34
O -0.28 0.05 -0.07
C -0.15 0.33 -0.26
C -0.09 -0.47 0.11
C 0.01 -0.09 -0.42
C -0.28 0.05 0.28
O -0.13 -0.01 0.10
C 0.39 0.13 0.09
N -0.39 -0.32 -0.21
C 0.19 -0.16 -0.06
C 0.13 0.49 -0.39
C 0.72 -0.07 0.30
C -0.08 -0.03 0.46
O -0.37 0.16 0.15
N -0.17 -0.49 0.13
S 1.33 1.71 0.36
C -0.50 -0.05 -0.30
O -0.54 -0.46 0.11
O -0.46 -0.80 -0.39
C -0.10 0.08 -0.19
C 0.27 0.21 0.15
N 0.30 0.28 -0.06
C -0.02 0.06 0.01
P -0.94 -0.75 0.37
O 0.25 -0.02 -0.03
O 0.16 0.13 0.04
O 0.37 0.04 -0.38
O -0.40 -0.34 -0.02
C 0.34 -0.19 0.17
C -0.01 -0.31 -0.08
H 0.31 0.05 -0.15
H 0.07 -0.01 -0.04
H 0.09 -0.18 -0.04
H 0.08 -0.03 0.19
H 0.19 0.19 0.11
H 0.01 -0.02 0.13
H 0.05 -0.11 0.21
H 0.12 0.13 -0.20
H -0.10 0.13 0.11
H 0.01 -0.06 0.15
H -0.04 0.17 0.15
H -0.24 -0.04 -0.28
H 0.00 0.06 -0.13
H 0.15 -0.01 -0.03
H -0.07 -0.01 -0.26
H -0.07 -0.03 -0.10
H -0.11 0.00 0.16
H 0.30 -0.01 -0.04
H -0.05 -0.02 0.10
H 0.03 -0.07 0.13
H 0.20 0.06 -0.23
H -0.20 -0.17 0.09
H 0.01 0.03 0.02
H -0.07 0.05 -0.07
H -0.28 0.22 0.29
H -0.12 0.10 0.11
H -0.12 0.15 -0.16
H 0.00 0.05 0.09
H -0.02 0.11 0.16
H 0.09 0.16 -0.08
C -0.01 -0.06 0.08
O 0.00 0.21 -0.09
C -0.11 -0.09 0.19
C 0.17 -0.08 -0.15
O 0.07 -0.01 -0.06
C -0.01 0.13 -0.05
C -0.16 -0.07 0.15
O 0.16 -0.11 -0.11
C -0.10 0.01 0.04
H -0.01 0.01 -0.03
H 0.01 -0.01 0.02
H 0.01 -0.04 -0.03
H 0.04 -0.01 -0.02
H 0.04 0.01 -0.12
H -0.02 -0.04 0.02
H -0.13 0.07 0.02
H 0.02 -0.06 0.09
H 0.00 -0.01 0.04
H 0.09 0.06 -0.04
H 0.00 0.03 -0.03
H 0.01 0.05 0.01
H -0.02 0.00 0.00
H 0.04 0.00 0.00
C -0.10 -0.01 0.01
O 0.21 -0.01 0.09
C -0.19 0.05 0.11
C 0.00 -0.05 -0.17
O 0.12 -0.12 0.06
C 0.12 -0.03 -0.01
C -0.15 0.10 0.11
O 0.01 -0.08 -0.22
C -0.02 0.07 0.12
H 0.03 0.02 -0.01
H -0.02 -0.01 0.00
H -0.01 0.01 -0.05
H 0.01 -0.03 -0.03
H 0.08 0.01 -0.07
H 0.03 -0.01 0.01
H -0.02 0.10 0.08
H -0.11 -0.05 0.03
H 0.01 0.03 -0.01
H 0.10 -0.09 -0.01
H 0.03 0.02 0.00
H 0.02 -0.03 0.02
H -0.01 0.02 0.00
H 0.02 -0.05 -0.09

# 5
C4H7NO in the gas phase, computed with wB97M-V/def2-TZVPD.

Summary:
Net charge: 0
E in hartree: -286.51943
Energy relative to the best compared isomer or geometry (same formula, charge and spin) in kcal per mole: 70.4
HOMO in eV: -8.74
Frontier orbital gap in eV: 9.73

Element x y z (Å)
O -2.825 -0.358 1.443
C -1.651 -0.406 1.178
C -0.854 0.682 0.460
N 0.175 -0.017 -0.230
C 0.860 -0.092 -1.457
C 1.556 -0.255 -0.110
H -1.031 -1.306 1.393
H -0.489 1.415 1.197
H -1.519 1.207 -0.233
H 1.139 0.783 -2.053
H 0.568 -0.955 -2.063
H 1.854 -1.249 0.232
H 2.217 0.551 0.242

Forces on the atoms, in the same order (eV/Å):
O 0.45 0.05 -0.10
C -0.47 0.13 0.20
C -0.07 0.10 0.03
N -0.20 -0.41 0.06
C 0.05 0.03 -0.25
C 0.19 -0.13 0.05
H -0.16 0.11 0.05
H 0.02 -0.07 -0.08
H 0.10 -0.06 0.07
H -0.20 0.07 0.32
H 0.47 0.13 0.06
H 0.03 0.18 -0.10
H -0.21 -0.13 -0.31

# 6
A molecular structure, C17H35BaN2O19Sr, computed with wB97M-V/def2-TZVPD.

Summary:
Net charge: -1
E in hartree: -2264.13813
HOMO in eV: -2.72
Frontier orbital gap in eV: 2.18

Element x y z (Å)
Sr 1.381 -4.943 1.309
Ba 0.608 -0.599 0.921
O 2.014 -1.606 -1.027
C 3.080 -2.380 -0.617
O 2.971 -3.241 0.279
O 4.139 -2.121 -1.111
H 2.431 -1.083 -1.715
O 3.587 1.758 -4.628
C 4.110 1.013 -3.723
O 3.463 0.633 -2.819
O 5.337 0.773 -3.739
H 2.703 1.761 -4.254
O 4.502 1.791 2.182
C 4.077 1.134 1.121
O 4.934 0.894 0.217
O 2.967 0.536 1.333
H 3.699 1.557 2.654
O -2.048 -4.068 -1.588
C -1.170 -3.429 -0.912
O -1.180 -2.189 -0.732
O -0.270 -4.168 -0.409
H -1.458 -4.751 -1.262
O 2.192 -2.413 4.894
C 1.516 -1.998 3.813
O 1.145 -0.858 3.719
O 1.309 -2.850 2.900
H 2.272 -3.327 4.609
C 0.787 -0.822 -4.504
O 0.582 0.498 -4.010
C -0.462 0.353 -2.977
C -0.353 1.605 -2.088
N 0.901 1.468 -1.388
C 1.524 2.806 -1.445
C 0.768 3.883 -0.672
O -0.378 4.475 -1.296
C -1.514 4.351 -0.414
H 0.895 -1.573 -3.722
H 1.627 -0.969 -5.183
H -0.094 -1.021 -5.113
H -0.656 -0.538 -2.379
H -1.437 0.572 -3.410
H -1.143 1.788 -1.359
H -0.434 2.500 -2.704
H 1.379 0.921 -2.090
H 1.869 3.207 -2.397
H 2.481 2.605 -0.964
H 1.466 4.684 -0.431
H 0.592 3.642 0.377
H -1.438 5.110 0.364
H -1.821 3.355 -0.095
H -2.394 4.379 -1.058
C -4.658 -4.010 0.902
O -3.349 -3.609 1.481
C -3.466 -2.567 2.337
C -2.354 -1.531 2.592
N -2.091 -0.774 1.403
C -2.615 0.577 1.159
C -2.069 1.473 2.140
O -0.694 1.694 2.107
C 0.004 2.712 2.916
H -5.379 -4.422 1.609
H -4.394 -4.726 0.123
H -5.055 -3.123 0.410
H -3.671 -2.950 3.336
H -4.250 -1.819 2.221
H -1.447 -2.095 2.810
H -2.618 -0.826 3.381
H -2.132 -1.371 0.589
H -3.704 0.624 1.142
H -2.313 0.999 0.200
H -2.512 1.267 3.115
H -2.565 2.439 2.047
H -0.660 3.575 2.872
H 1.058 2.835 2.670
H -0.123 2.526 3.983

Forces on the atoms, in the same order (eV/Å):
Sr 0.64 3.44 -1.08
Ba 1.78 0.74 0.13
O -1.18 -1.08 0.38
C 2.81 1.19 -1.10
O -3.52 -3.12 2.84
O 0.99 0.20 -1.32
H 0.63 1.08 -0.68
O -2.27 2.53 -3.27
C 8.46 -1.49 0.31
O -6.80 -2.30 5.40
O 0.94 0.48 -2.00
H -0.96 0.51 -0.58
O -0.13 1.86 1.79
C 4.32 -3.97 -4.43
O -2.81 1.35 1.70
O -2.03 0.12 -0.40
H -0.15 0.57 1.72
O -1.60 -0.57 -1.20
C 1.94 7.00 2.37
O -0.40 -0.90 -0.57
O 1.59 -1.80 1.43
H -0.96 -4.46 -1.26
O -0.01 -0.62 0.07
C -0.26 0.93 -0.57
O -0.65 2.03 0.42
O -0.29 -2.93 -1.26
H 0.69 -0.58 0.76
C -0.31 -0.24 -0.96
O -0.87 -1.64 2.05
C -1.81 3.23 -0.50
C -0.33 -0.92 -0.18
N -0.45 1.58 -0.90
C 1.18 -0.41 1.88
C 1.36 0.67 0.63
O -0.82 -1.25 1.33
C -0.30 0.01 -1.98
H -0.07 0.13 0.20
H 0.33 0.85 0.27
H -0.27 -0.61 -0.01
H 1.29 -0.55 -0.35
H -0.28 -0.63 -0.93
H -0.62 -0.70 -0.06
H 0.40 -0.04 -0.40
H 1.67 -0.16 0.24
H -0.72 -0.40 -0.65
H 0.23 0.57 0.43
H 0.44 0.43 -0.84
H -0.78 -0.98 -0.10
H -0.47 -0.22 0.14
H 1.48 -0.52 0.98
H -0.22 1.61 -0.23
C 1.90 0.77 -0.33
O -0.92 -1.01 -1.95
C -0.88 2.44 3.79
C 0.53 -1.13 -1.46
N 0.16 0.87 -1.38
C 0.11 -1.78 -0.92
C -0.86 3.78 2.96
O 2.15 -0.91 -0.29
C -2.91 -0.51 0.52
H 0.29 0.04 0.31
H -0.15 -0.08 0.20
H -0.25 -0.04 0.07
H -0.23 -0.35 0.49
H -1.11 -0.61 -1.12
H 0.38 0.21 0.65
H -0.09 -0.59 0.35
H -0.13 0.00 -0.32
H -0.30 0.17 0.31
H 0.24 -0.78 -0.47
H 0.76 -0.79 0.82
H -0.16 0.64 -0.71
H 0.62 0.81 -0.79
H -0.44 -0.22 -0.52
H 0.48 -0.92 0.16